No. 1
Molecular formula: C19H20N4O4S2
Method: DFT, ωB97M-V/def2-TZVPD

## Properties
- 2S+1 = 1
- HOMO (eV) = -8.808
- energy relative to the best compared isomer or geometry (same formula, charge and spin) (kJ/mol) = 282.97
- SMILES = CCN(c1ccccc1)S(=O)(=O)c1ccc(C(=O)Nc2nnc(CSC)o2)cc1
- E (eV) = -55847.6128

Each line ends with the Löwdin charge.
Atoms and positions in Å:
C (3.526, 2.786, 0.424)  -0.0663
C (4.110, 1.619, -0.370)  -0.2388
N (3.194, 0.502, -0.514)  -0.1675
C (3.173, -0.534, 0.433)  -0.2691
C (3.759, -0.389, 1.692)  -0.0346
C (3.741, -1.434, 2.599)  -0.0806
C (3.133, -2.635, 2.281)  -0.0885
C (2.553, -2.787, 1.033)  -0.0879
C (2.581, -1.756, 0.113)  -0.0408
S (1.885, 0.852, -1.486)  0.7005
O (1.311, -0.342, -2.039)  -0.2831
O (2.295, 1.866, -2.410)  -0.2660
C (0.583, 1.516, -0.435)  -0.2537
C (0.301, 0.965, 0.801)  -0.0250
C (-0.882, 1.304, 1.436)  0.0026
C (-1.779, 2.163, 0.810)  -0.1517
C (-3.167, 2.317, 1.344)  -0.4157
O (-3.579, 3.220, 2.023)  0.1209
N (-4.004, 1.287, 0.952)  0.2072
C (-3.717, 0.179, 0.207)  -0.3583
N (-4.558, -0.773, -0.055)  0.0985
N (-3.884, -1.688, -0.785)  0.0799
C (-2.675, -1.256, -0.937)  -0.4052
C (-1.531, -1.958, -1.532)  -0.3589
S (-0.860, -3.083, -0.247)  0.8310
C (-2.184, -4.326, -0.249)  -0.3859
O (-2.501, -0.049, -0.329)  0.1223
C (-1.446, 2.777, -0.392)  0.0076
C (-0.256, 2.448, -1.016)  -0.0351
H (4.292, 3.542, 0.576)  0.0811
H (2.705, 3.232, -0.131)  0.0652
H (3.154, 2.463, 1.394)  0.0719
H (5.029, 1.247, 0.086)  0.1237
H (4.338, 1.957, -1.382)  0.1114
H (4.233, 0.536, 1.979)  0.1013
H (4.203, -1.298, 3.566)  0.1049
H (3.115, -3.443, 2.996)  0.1014
H (2.074, -3.715, 0.764)  0.0908
H (2.131, -1.889, -0.855)  0.0893
H (0.971, 0.246, 1.245)  0.1116
H (-1.134, 0.857, 2.386)  0.1341
H (-4.964, 1.327, 1.277)  0.1728
H (-0.722, -1.275, -1.792)  0.0541
H (-1.833, -2.562, -2.385)  0.0966
H (-2.122, -4.918, -1.157)  0.0354
H (-2.027, -4.956, 0.620)  0.0299
H (-3.144, -3.819, -0.185)  0.0165
H (-2.135, 3.468, -0.853)  0.1305
H (0.019, 2.869, -1.970)  0.1195


No. 2
Molecular formula: C19H20N6O2
Method: DFT, ωB97M-V/def2-TZVPD

## Properties
- 2S+1 = 1
- HOMO (eV) = -8.571
- energy relative to the best compared isomer or geometry (same formula, charge and spin) (kJ/mol) = 235.99
- SMILES = C/C(=N\NC(=O)C[C@@H]1N=C(Cc2ccccc2)NNC1=O)c1ccncc1
- E (eV) = -33062.4644

Each line ends with the Löwdin charge.
Atoms and positions in Å:
C (-1.761, -1.040, -2.959)  -0.0158
C (-1.721, -1.023, -1.453)  -0.2815
N (-2.230, -0.113, -0.715)  0.1151
N (-2.843, 0.948, -1.239)  0.0738
C (-3.160, 2.084, -0.536)  -0.4592
O (-3.683, 3.002, -1.125)  0.0782
C (-2.870, 2.091, 0.941)  -0.0381
C (-1.418, 1.733, 1.318)  -0.2272
N (-0.540, 1.795, 0.169)  0.1330
C (0.482, 1.057, 0.122)  -0.3609
C (1.402, 1.101, -1.068)  -0.0640
C (2.844, 1.041, -0.648)  -0.2428
C (3.479, 2.180, -0.169)  -0.0321
C (4.797, 2.125, 0.248)  -0.0750
C (5.495, 0.930, 0.195)  -0.0883
C (4.870, -0.210, -0.278)  -0.0796
C (3.551, -0.155, -0.696)  -0.0594
N (0.861, 0.203, 1.140)  0.1160
N (-0.174, -0.227, 1.996)  0.1122
C (-1.383, 0.375, 2.019)  -0.4690
O (-2.324, -0.128, 2.596)  0.0521
C (-1.011, -2.086, -0.738)  -0.1728
C (-1.463, -2.535, 0.505)  -0.0196
C (-0.715, -3.484, 1.181)  -0.1505
N (0.419, -3.989, 0.719)  0.0578
C (0.840, -3.578, -0.465)  -0.1568
C (0.169, -2.643, -1.235)  -0.0334
H (-1.370, -1.975, -3.346)  0.0762
H (-2.791, -0.937, -3.304)  0.0861
H (-1.181, -0.212, -3.371)  0.0892
H (-2.985, 1.023, -2.247)  0.1499
H (-3.132, 3.082, 1.305)  0.1247
H (-3.519, 1.354, 1.425)  0.1211
H (-1.057, 2.471, 2.049)  0.1593
H (1.187, 2.018, -1.616)  0.1285
H (1.164, 0.248, -1.709)  0.1090
H (2.933, 3.110, -0.127)  0.1195
H (5.281, 3.017, 0.615)  0.1042
H (6.524, 0.888, 0.519)  0.1018
H (5.408, -1.145, -0.324)  0.1035
H (3.071, -1.049, -1.072)  0.1027
H (1.542, -0.514, 0.930)  0.1342
H (-0.086, -1.157, 2.382)  0.1465
H (-2.369, -2.133, 0.926)  0.1095
H (-1.032, -3.857, 2.146)  0.1115
H (1.768, -4.018, -0.809)  0.1046
H (0.573, -2.337, -2.188)  0.1058


No. 3
Molecular formula: C19H20N6O5S
Method: DFT, ωB97M-V/def2-TZVPD

## Properties
- 2S+1 = 1
- HOMO (eV) = -8.687
- energy relative to the best compared isomer or geometry (same formula, charge and spin) (kJ/mol) = 8.91
- SMILES = COc1ccc(C(=O)NNC(=O)CSc2nnnn2-c2cc(OC)cc(OC)c2)cc1
- E (eV) = -50038.8218

Each line ends with the Löwdin charge.
Atoms and positions in Å:
C (7.340, 1.788, -0.009)  -0.0844
O (6.020, 2.142, 0.333)  -0.0761
C (5.012, 1.293, 0.021)  -0.2697
C (5.169, 0.075, -0.637)  -0.0114
C (4.069, -0.718, -0.902)  -0.0193
C (2.793, -0.309, -0.529)  -0.1483
C (1.587, -1.109, -0.795)  -0.4228
O (0.466, -0.641, -0.922)  0.0561
N (1.791, -2.459, -0.963)  0.1062
N (0.629, -3.240, -0.985)  0.0578
C (0.463, -4.188, -0.020)  -0.5813
O (1.393, -4.734, 0.524)  0.0751
C (-0.980, -4.604, 0.217)  -0.3335
S (-2.161, -3.214, 0.145)  1.0184
C (-1.264, -2.052, 1.060)  -0.5956
N (-0.139, -2.322, 1.694)  0.0456
N (0.273, -1.178, 2.214)  -0.0019
N (-0.516, -0.232, 1.941)  0.0603
N (-1.524, -0.724, 1.204)  -0.0367
C (-2.533, 0.097, 0.693)  -0.1841
C (-2.288, 1.468, 0.684)  0.0422
C (-3.260, 2.317, 0.182)  -0.2589
O (-3.146, 3.666, 0.118)  -0.0715
C (-1.957, 4.261, 0.588)  -0.0780
C (-4.462, 1.796, -0.308)  0.0609
C (-4.693, 0.431, -0.287)  -0.2616
O (-5.824, -0.169, -0.732)  -0.0717
C (-6.842, 0.635, -1.280)  -0.0816
C (-3.720, -0.432, 0.226)  0.0366
C (2.637, 0.918, 0.119)  -0.0052
C (3.729, 1.704, 0.398)  0.0142
H (7.647, 0.861, 0.485)  0.0969
H (7.459, 1.681, -1.092)  0.0961
H (7.964, 2.607, 0.342)  0.0937
H (6.144, -0.265, -0.948)  0.1035
H (4.208, -1.649, -1.431)  0.1149
H (2.550, -2.932, -0.486)  0.1438
H (-0.160, -2.667, -1.281)  0.1035
H (-1.312, -5.304, -0.550)  0.0900
H (-1.043, -5.077, 1.197)  0.0926
H (-1.345, 1.820, 1.065)  0.0968
H (-1.087, 3.918, 0.020)  0.0970
H (-2.087, 5.331, 0.441)  0.0938
H (-1.801, 4.056, 1.652)  0.0985
H (-5.183, 2.497, -0.693)  0.1168
H (-6.490, 1.182, -2.160)  0.0977
H (-7.235, 1.342, -0.544)  0.0973
H (-7.632, -0.054, -1.576)  0.0939
H (-3.931, -1.488, 0.247)  0.0646
H (1.645, 1.226, 0.411)  0.1085
H (3.625, 2.649, 0.908)  0.1201


No. 4
Molecular formula: C19H20N8O8S2W
Method: DFT, ωB97M-V/def2-TZVPD

## Properties
- 2S+1 = 3
- <S²> = 2.010
- HOMO (spin up / spin down) (eV) = -6.772 / -7.694
- energy relative to the best compared isomer or geometry (same formula, charge and spin) (kJ/mol) = 270.76
- E (eV) = -71821.7244

Each line ends with the Löwdin spin population.
Atoms and positions in Å:
W (1.216, -0.133, 0.319)  0.8314
N (1.448, -0.604, -1.964)  0.0007
C (1.951, -1.955, -2.293)  0.0025
C (2.320, -2.698, -1.029)  0.0001
O (2.691, -3.858, -1.047)  -0.0005
N (2.208, -1.919, 0.061)  -0.0014
C (2.435, -2.514, 1.383)  0.0063
C (1.914, -1.445, 2.358)  0.0117
O (1.152, -1.647, 3.256)  0.0262
O (2.410, -0.229, 1.980)  0.0276
H (0.523, -0.469, -2.360)  0.0000
H (2.069, 0.092, -2.356)  0.0019
H (2.837, -1.906, -2.927)  -0.0001
H (1.189, -2.533, -2.809)  -0.0001
H (3.501, -2.676, 1.563)  0.0011
H (1.891, -3.445, 1.520)  0.0000
N (-3.914, 5.287, -0.716)  -0.0001
C (-2.874, 4.575, -0.169)  0.0000
C (-1.551, 5.005, -0.353)  0.0004
C (-0.511, 4.323, 0.234)  0.0000
C (-0.781, 3.202, 1.014)  0.0014
C (-2.080, 2.746, 1.189)  0.0029
C (-3.120, 3.437, 0.603)  0.0004
S (0.549, 2.277, 1.632)  0.0047
O (0.057, 0.894, 1.897)  0.0070
O (1.222, 2.938, 2.698)  0.0054
N (1.460, 2.014, 0.273)  0.0239
C (2.845, 1.919, 0.257)  0.0088
N (3.689, 2.849, 0.660)  -0.0011
C (4.977, 2.534, 0.576)  0.0079
C (5.428, 1.308, 0.108)  -0.0005
C (4.474, 0.409, -0.310)  0.0051
N (3.183, 0.721, -0.294)  -0.0008
H (-3.710, 5.971, -1.421)  0.0000
H (-4.822, 4.862, -0.754)  0.0000
H (-1.352, 5.871, -0.973)  0.0000
H (0.513, 4.643, 0.088)  0.0000
H (-2.264, 1.837, 1.743)  0.0024
H (-4.135, 3.079, 0.723)  0.0000
H (5.668, 3.295, 0.920)  0.0004
H (6.479, 1.066, 0.072)  -0.0002
H (4.722, -0.586, -0.665)  0.0005
S (-1.645, -2.221, -2.170)  0.0089
C (-2.608, -3.181, -1.220)  0.0126
N (-3.966, -3.178, -1.397)  0.0184
C (-4.845, -3.863, -0.619)  0.0022
C (-4.402, -4.625, 0.407)  0.0091
C (-3.003, -4.698, 0.632)  0.0070
C (-2.135, -4.023, -0.166)  0.0041
H (-4.300, -2.546, -2.110)  0.0003
H (-5.889, -3.757, -0.874)  0.0000
H (-5.103, -5.163, 1.027)  0.0005
H (-2.626, -5.294, 1.453)  0.0002
H (-1.069, -4.050, 0.002)  -0.0001
O (-2.311, -0.354, 0.456)  0.3439
N (-1.254, -0.619, -0.087)  0.4308
O (-0.468, 0.431, -0.641)  0.0672
O (-0.286, -1.395, 0.618)  0.1188